The following is a DFT calculation (ωB97M-V/def2-TZVPD) of C31H30NO3 as an isolated structure.

```
! RIJCOSX wB97M-V def2-TZVPD def2/J DEFGRID3
* xyz 1 1
C -6.26 2.64 -1.81
O -6.16 2.42 -0.38
C -5.24 1.49 0.01
C -4.88 1.45 1.38
C -3.86 0.64 1.80
C -3.15 -0.17 0.89
C -2.03 -1.01 1.36
C -1.20 -0.53 2.35
C -0.02 -1.16 2.85
C 0.39 -0.97 4.24
C 1.24 -1.91 4.86
C 1.96 -1.54 5.97
C 1.69 -0.32 6.62
C 0.70 0.54 6.10
C 0.00 0.18 4.95
C -1.86 -2.34 0.71
C -2.98 -3.10 0.29
C -2.81 -4.32 -0.34
C -1.51 -4.86 -0.56
O -1.43 -6.04 -1.22
C -0.12 -6.54 -1.55
C -0.39 -4.13 -0.12
C -0.59 -2.88 0.47
C -3.49 -0.11 -0.48
C -4.56 0.65 -0.92
H -7.06 3.38 -1.90
H -5.32 3.04 -2.19
H -6.53 1.72 -2.32
H -5.42 2.08 2.09
H -3.60 0.58 2.86
H -1.45 0.47 2.72
H 0.37 -2.06 2.40
H 1.36 -2.89 4.39
H 2.74 -2.22 6.36
H 2.20 -0.09 7.55
H 0.46 1.47 6.62
H -0.77 0.85 4.56
H -3.99 -2.75 0.51
H -3.66 -4.89 -0.71
H -0.33 -7.49 -2.04
H 0.41 -5.86 -2.24
H 0.49 -6.71 -0.65
H 0.64 -4.49 -0.25
H 0.31 -2.31 0.68
H -2.91 -0.66 -1.21
H -4.86 0.65 -1.97
C 0.41 1.08 0.08
C 1.26 -0.03 0.56
C 1.42 -0.19 1.99
N 2.66 -0.77 2.35
C 2.95 -2.04 1.90
C 4.06 -2.72 2.40
C 4.85 -2.12 3.37
C 4.57 -0.82 3.78
C 3.44 -0.16 3.29
O 1.80 -0.80 -0.26
H 0.03 1.70 0.86
H 1.01 1.69 -0.60
H -0.43 0.68 -0.46
H 1.19 0.71 2.58
H 2.37 -2.39 1.06
H 4.28 -3.70 1.97
H 5.71 -2.66 3.80
H 5.18 -0.27 4.48
H 3.12 0.84 3.58
*
```

highest occupied orbital energy	-10.09	eV
orbital gap	6.09	eV

***

The following is a DFT calculation (ωB97M-V/def2-TZVPD) of C31H31BClF3O2S as an isolated structure.

```
! RIJCOSX wB97M-V def2-TZVPD def2/J DEFGRID3
* xyz 0 1
C -2.73 3.43 2.33
C -1.53 2.78 2.88
C -1.34 2.25 4.15
C 0.00 1.89 4.41
C 0.83 2.03 3.31
B -1.64 -2.20 2.32
C 2.25 2.28 3.35
C 2.89 2.77 2.20
C 4.28 2.89 2.16
C 5.04 2.54 3.30
Cl 6.75 2.57 3.22
C 4.40 2.18 4.49
C 3.00 2.11 4.54
O -2.51 -2.70 3.26
C -3.65 -1.82 3.14
C -4.87 -2.66 3.47
C -3.51 -0.68 4.15
C -3.57 -1.32 1.62
C -4.41 -2.14 0.65
C -3.87 0.15 1.40
O -2.19 -1.57 1.24
S -0.06 2.73 1.98
H -3.51 3.45 3.10
H -2.53 4.45 1.98
H -3.09 2.85 1.46
H -2.15 2.21 4.88
H 0.36 1.55 5.37
H 2.29 3.05 1.34
H 4.78 3.25 1.27
H 4.99 1.96 5.38
H 2.49 1.93 5.49
H -5.79 -2.08 3.34
H -4.90 -3.54 2.82
H -4.82 -2.98 4.51
H -4.41 -0.05 4.16
H -3.39 -1.08 5.17
H -2.64 -0.03 3.95
H -5.49 -1.95 0.79
H -4.15 -1.82 -0.37
H -4.21 -3.21 0.74
H -4.88 0.39 1.74
H -3.15 0.80 1.93
H -3.81 0.37 0.33
F 3.25 2.46 -1.09
C 3.31 1.09 -1.19
F 2.95 0.75 -2.46
F 4.62 0.74 -1.03
C 2.43 0.45 -0.15
C 1.05 0.54 -0.27
C 0.26 0.03 0.74
C 0.82 -0.59 1.88
C -0.03 -1.17 2.91
C 0.30 -1.23 4.31
C -0.46 -2.00 5.23
C -0.10 -2.12 6.56
C 1.05 -1.48 7.03
C 1.82 -0.72 6.15
C 1.47 -0.63 4.81
C 2.21 -0.77 1.90
C 3.01 -0.24 0.90
H 0.60 1.03 -1.13
H -0.82 0.08 0.66
H -0.27 -2.35 2.53
H -1.32 -2.56 4.89
H -0.69 -2.74 7.23
H 1.35 -1.57 8.07
H 2.73 -0.21 6.49
H 2.12 -0.08 4.13
H 2.68 -1.35 2.70
H 4.09 -0.35 0.96
*
```

highest occupied orbital energy	-7.15	eV
orbital gap	6.63	eV

***

The following is a DFT calculation (ωB97M-V/def2-TZVPD) of C31H31LuN4O4S as an isolated structure.

```
! RIJCOSX wB97M-V def2-TZVPD def2/J DEFGRID3
* xyz 0 1
Lu -0.66 0.74 -1.26
C -6.83 3.25 1.40
C -5.42 3.30 0.91
C -4.43 2.52 1.49
C -3.11 2.59 1.05
C -2.78 3.43 0.01
C -3.76 4.23 -0.58
C -5.06 4.16 -0.13
S -1.13 3.52 -0.66
O -0.69 4.88 -0.55
O -0.33 2.50 0.11
N -1.11 2.85 -2.07
C -2.07 2.89 -3.13
C -2.16 1.49 -3.79
O -2.52 1.36 -4.94
O -1.81 0.50 -3.01
H -7.00 2.40 2.06
H -7.54 3.18 0.57
H -7.08 4.16 1.96
H -4.68 1.85 2.31
H -2.35 1.97 1.52
H -3.48 4.91 -1.38
H -5.82 4.78 -0.59
H -1.80 3.61 -3.90
H -3.09 3.14 -2.79
C 4.82 -3.75 -0.05
C 4.40 -3.23 1.29
C 5.01 -3.67 2.46
C 4.62 -3.20 3.70
C 3.62 -2.24 3.79
C 3.01 -1.77 2.64
C 3.39 -2.27 1.40
N 2.80 -1.80 0.20
C 1.53 -1.29 0.06
N 0.61 -1.81 0.89
C -0.80 -1.65 1.05
C -1.57 -0.84 0.20
C -2.96 -0.88 0.42
C -3.54 -1.60 1.44
C -2.72 -2.35 2.28
C -1.35 -2.40 2.10
C -0.51 -3.25 3.01
N 1.28 -0.40 -0.87
C 2.35 0.17 -1.62
C 3.26 1.02 -0.99
C 4.26 1.63 -1.73
C 4.33 1.41 -3.10
C 3.42 0.58 -3.72
C 2.40 -0.06 -3.00
C 1.42 -0.96 -3.68
H 5.53 -4.58 0.07
H 5.32 -2.99 -0.65
H 3.97 -4.11 -0.62
H 5.79 -4.42 2.39
H 5.10 -3.57 4.60
H 3.32 -1.85 4.75
H 2.25 -1.00 2.70
H 3.44 -1.49 -0.51
H 0.99 -2.55 1.46
H -3.61 -0.30 -0.23
H -4.61 -1.60 1.59
H -3.16 -2.92 3.09
H -1.12 -3.67 3.81
H 0.30 -2.69 3.48
H -0.06 -4.10 2.48
H 3.16 1.20 0.07
H 4.96 2.29 -1.24
H 5.10 1.89 -3.68
H 3.48 0.42 -4.79
H 1.70 -1.11 -4.72
H 0.40 -0.57 -3.67
H 1.38 -1.94 -3.19
*
```

highest occupied orbital energy	-8.35	eV
orbital gap	8.69	eV

***

The following is a DFT calculation (ωB97M-V/def2-TZVPD) of a 2-piece molecular cluster, C31H31N2O overall.

```
! RIJCOSX wB97M-V def2-TZVPD def2/J DEFGRID3
* xyz 1 1
C 1.60 7.16 -1.35
O 1.58 5.89 -2.05
C 1.51 4.74 -1.32
C 1.45 3.52 -2.05
C 1.36 2.33 -1.38
C 1.37 2.28 0.05
C 1.43 1.00 0.68
C 1.99 0.73 1.96
C 1.88 -0.58 2.50
C 2.39 -0.88 3.75
C 3.04 0.10 4.52
C 3.50 -0.22 5.91
C 3.23 1.38 3.97
C 2.74 1.69 2.72
C 1.33 3.51 0.77
C 1.42 4.73 0.10
H 1.53 7.89 -2.15
H 0.75 7.26 -0.67
H 2.54 7.29 -0.80
H 1.57 3.57 -3.13
H 1.38 1.39 -1.92
H 1.34 0.15 0.01
H 1.43 -1.35 1.87
H 2.35 -1.91 4.11
H 3.63 0.69 6.49
H 2.77 -0.85 6.41
H 4.46 -0.76 5.91
H 3.82 2.12 4.52
H 3.01 2.63 2.25
H 1.31 3.51 1.85
H 1.52 5.65 0.67
C -3.58 -2.73 -4.61
C -3.09 -3.79 -3.84
C -3.05 -3.70 -2.45
C -3.43 -2.51 -1.81
C -3.29 -2.34 -0.32
N -2.46 -1.25 0.13
C -3.04 -0.12 0.81
C -1.81 0.71 1.14
N -0.67 -0.01 0.57
C -1.11 -1.13 0.06
C -0.36 -2.26 -0.55
C -0.34 -3.52 0.08
C 0.35 -4.57 -0.53
C 0.98 -4.38 -1.77
C 0.91 -3.14 -2.40
C 0.23 -2.07 -1.80
C -3.97 -1.47 -2.57
C -4.02 -1.56 -3.96
H -3.63 -2.80 -5.70
H -2.75 -4.71 -4.34
H -2.74 -4.55 -1.84
H -4.29 -2.10 0.08
H -2.97 -3.28 0.14
H -3.72 0.40 0.13
H -3.57 -0.44 1.71
H -1.89 1.73 0.75
H -1.67 0.79 2.23
H -0.88 -3.67 1.02
H 0.39 -5.54 -0.04
H 1.49 -5.21 -2.25
H 1.38 -2.98 -3.37
H 0.10 -1.10 -2.30
H -4.37 -0.59 -2.06
H -4.41 -0.72 -4.55
*
```

highest occupied orbital energy	-10.90	eV
orbital gap	6.74	eV

***

The following is a DFT calculation (ωB97M-V/def2-TZVPD) of C31H32AsCl2F5NO3S6Zr as an isolated structure.

```
! RIJCOSX wB97M-V def2-TZVPD def2/J DEFGRID3
* xyz -1 1
Zr -0.56 -2.23 0.54
S -0.18 -3.68 7.95
C -0.19 -3.38 6.32
S -0.45 -4.59 5.12
C -0.29 -3.58 3.70
C -0.06 -2.28 3.94
S 0.23 -1.06 2.73
S 0.03 -1.83 5.62
S -0.40 -4.32 2.13
Cl 2.37 -2.80 0.83
C 2.98 -4.16 1.77
Cl 3.33 -3.74 3.45
H 3.91 -4.47 1.30
H 2.22 -4.92 1.76
F -3.39 -1.03 0.39
C -2.65 -1.66 1.41
F -2.72 -0.76 2.45
C -3.66 -2.75 1.88
F -4.94 -2.32 1.81
F -3.43 -3.11 3.15
F -3.60 -3.87 1.12
C 1.29 4.93 4.04
C 0.87 3.82 3.10
C -0.42 3.76 2.59
C -0.79 2.77 1.68
C -2.23 2.75 1.20
C 0.15 1.83 1.24
As -0.67 0.59 -0.04
N 0.47 -0.78 -0.54
C 1.56 -0.64 -1.46
C 2.20 0.59 -1.67
C 3.27 0.72 -2.54
C 3.74 -0.38 -3.25
C 3.10 -1.60 -3.07
C 2.03 -1.73 -2.19
C -0.74 1.67 -1.75
C -1.48 1.00 -2.74
C -2.14 -0.34 -2.49
C -1.62 1.53 -4.02
C -1.04 2.73 -4.38
C -1.18 3.30 -5.77
C -0.33 3.40 -3.40
C -0.16 2.92 -2.10
C 0.64 3.87 -1.23
C 1.43 1.82 1.83
C 2.51 0.79 1.57
C 1.76 2.83 2.72
H 0.47 5.63 4.21
H 2.13 5.48 3.64
H 1.59 4.52 5.01
H -1.16 4.49 2.90
H -2.79 3.57 1.63
H -2.72 1.81 1.49
H -2.30 2.83 0.11
H 1.86 1.44 -1.11
H 3.74 1.69 -2.67
H 4.57 -0.28 -3.93
H 3.44 -2.47 -3.62
H 1.55 -2.69 -2.10
H -2.73 -0.34 -1.58
H -1.39 -1.11 -2.40
H -2.78 -0.61 -3.32
H -2.18 0.96 -4.76
H -1.69 2.59 -6.43
H -0.20 3.52 -6.20
H -1.75 4.23 -5.76
H 0.13 4.36 -3.65
H 1.18 4.57 -1.88
H 1.36 3.39 -0.59
H -0.02 4.46 -0.59
H 2.14 -0.06 1.02
H 2.89 0.42 2.52
H 3.34 1.23 1.01
H 2.77 2.83 3.15
C -1.98 -5.31 -1.61
S -1.12 -3.79 -1.64
O -0.77 -3.50 -3.00
O 0.02 -3.93 -0.70
O -1.98 -2.76 -0.99
H -1.28 -6.06 -1.97
H -2.84 -5.23 -2.27
H -2.28 -5.51 -0.58
*
```

highest occupied orbital energy	-4.37	eV
orbital gap	6.54	eV

***

The following is a DFT calculation (ωB97M-V/def2-TZVPD) of C31H32Cl4N7O2PTeTi as an isolated structure.

```
! RIJCOSX wB97M-V def2-TZVPD def2/J DEFGRID3
* xyz -1 2
Ti -0.73 -0.15 -0.16
C -3.65 1.74 -0.84
C -4.11 0.36 -0.37
C -3.51 -0.80 -1.12
C -4.27 -1.51 -2.04
C -3.81 -2.72 -2.54
C -2.64 -3.24 -1.99
C -1.92 -2.47 -1.10
N -2.29 -1.22 -0.73
N -2.21 1.94 -0.69
C -1.89 2.58 0.60
C -0.41 2.58 0.80
C 0.27 3.62 1.40
C 1.66 3.60 1.44
C 2.31 2.54 0.84
C 1.57 1.49 0.31
N 0.21 1.49 0.30
C -1.73 2.82 -1.76
C -1.75 2.26 -3.17
C -1.07 2.94 -4.17
C -1.15 2.48 -5.47
C -1.89 1.34 -5.73
C -2.50 0.71 -4.66
N -2.45 1.16 -3.42
H -4.21 2.51 -0.29
H -3.90 1.82 -1.89
H -5.20 0.32 -0.49
H -3.86 0.22 0.69
H -5.22 -1.12 -2.35
H -4.37 -3.28 -3.28
H -2.30 -4.23 -2.24
H -1.05 -2.88 -0.61
H -2.35 1.97 1.40
H -2.30 3.60 0.65
H -0.29 4.45 1.82
H 2.21 4.41 1.91
H 3.39 2.50 0.78
H 2.06 0.69 -0.21
H -0.72 3.14 -1.54
H -2.36 3.73 -1.78
H -0.49 3.82 -3.93
H -0.62 2.99 -6.27
H -1.97 0.94 -6.73
H -3.05 -0.22 -4.80
Cl 3.70 -4.57 -2.56
C 2.57 -3.26 -2.47
C 2.09 -2.67 -3.62
Cl 2.59 -3.25 -5.17
C 1.18 -1.61 -3.53
Cl 0.58 -0.89 -4.98
C 0.72 -1.12 -2.30
O -0.10 -0.13 -2.14
C 1.20 -1.78 -1.12
O 0.67 -1.36 0.02
C 2.13 -2.81 -1.22
Cl 2.72 -3.57 0.21
Te -1.70 -0.50 2.25
C 3.62 -0.02 4.94
N 4.04 -0.88 3.84
C 3.64 -2.24 4.14
N 2.22 -2.38 4.43
C 1.86 -1.48 5.51
N 2.20 -0.08 5.24
C 1.39 0.46 4.15
P 1.53 -0.42 2.50
C 3.44 -0.43 2.58
C 1.39 -2.14 3.24
H 3.89 1.02 4.70
H 4.17 -0.32 5.84
H 4.20 -2.58 5.01
H 3.89 -2.88 3.28
H 2.39 -1.79 6.41
H 0.78 -1.55 5.68
H 1.67 1.51 4.01
H 0.34 0.43 4.45
H 3.79 0.59 2.38
H 3.81 -1.07 1.77
H 1.66 -2.87 2.48
H 0.34 -2.29 3.51
*
```

highest occupied orbital energy (alpha / beta)	-2.62 / -2.80	eV
expectation value of S²	0.773
orbital gap (alpha / beta)	4.97 / 5.16	eV

***

Values for relative energy (zero: lowest compared OMol25 entry of this formula, charge and spin), eV, ordered as above
0.000; 2.740; 0.000; 0.618; 0.000; 1.572